Below is a 2-piece molecular cluster, C5H7F2NO2 overall in a non-equilibrium geometry, with properties calculated with wB97M-V/def2-TZVPD.

The geometry in ORCA input format:
```
! RIJCOSX wB97M-V def2-TZVPD def2/J DEFGRID3
* xyz 0 1
C -2.25714 -1.29333 0.31185
C 1.43539 2.66212 1.38348
C 0.71590 1.71902 0.86175
C 1.06593 -1.31701 -1.11944
C -1.09244 -2.23216 -0.30864
N 0.26118 -1.85231 -0.15439
O -3.03978 -1.59734 1.16465
O -2.34858 -0.06007 -0.24299
F 0.50824 0.45497 1.33264
F 0.30398 -1.15668 -2.28233
H 2.31382 2.43620 1.97318
H 1.58695 3.49160 0.71126
H -0.11057 1.89313 0.16928
H -1.19979 -2.44493 -1.44992
H -1.30157 -3.28685 0.18923
H 0.56915 -1.74723 0.78037
H -2.05540 0.09813 -1.16603
*
```

The HOMO energy is -0.36660 Ha. The LUMO energy is 0.51 eV. For the frontier orbital gap, the calculation gives 10.5 eV. As for the energy above the lowest of the compared OMol25 structures with the same formula, charge and spin: 77.4 kcal/mol. The value obtained for the total energy is -16314.950 eV.